Formula: C6H15INO2
Source: OMol25
Level of theory: the ωB97M-V functional and the def2-TZVPD basis

ORCA input file:
```
! wB97M-V def2-TZVPD RIJCOSX def2/J DEFGRID3
* xyz 0 2
I 1.454 0.529 4.765
C -1.587 2.817 -2.070
O -1.226 2.756 -0.670
C -0.907 1.387 -0.319
C 0.077 1.426 0.835
N 0.321 0.074 1.380
C 1.239 -0.657 0.460
C 1.334 -2.177 0.823
O 0.208 -3.028 0.679
C -0.325 -2.991 -0.607
H -1.312 1.990 -2.724
H -1.225 3.740 -2.525
H -2.666 2.934 -2.160
H -0.406 0.875 -1.141
H -1.787 0.768 -0.148
H -0.368 2.065 1.598
H 1.029 1.872 0.548
H 0.802 0.201 2.259
H 2.238 -0.225 0.398
H 0.861 -0.653 -0.562
H 1.616 -2.241 1.874
H 2.152 -2.528 0.193
H 0.371 -3.109 -1.437
H -0.837 -2.035 -0.720
H -1.056 -3.791 -0.729
*
```

maximum force: 2.2 eV Å⁻¹
<S²>: 0.75
Kohn-Sham gap (alpha / beta): 0.367 / 0.208 Ha
energy: -20148.2390 eV
relative energy (zero: lowest compared OMol25 entry of this formula, charge and spin): 0.6 kcal per mole